{"formula": "C30H78B2MgO15", "method": "wB97M-V/def2-TZVPD", "e_tot_ha": -2566.8939, "elements": ["Mg", "B", "H", "H", "H", "H", "B", "H", "H", "H", "H", "C", "O", "C", "C", "O", "C", "C", "O", "C", "H", "H", "H", "H", "H", "H", "H", "H", "H", "H", "H", "H", "H", "H", "C", "O", "C", "C", "O", "C", "C", "O", "C", "H", "H", "H", "H", "H", "H", "H", "H", "H", "H", "H", "H", "H", "H", "C", "O", "C", "C", "O", "C", "C", "O", "C", "H", "H", "H", "H", "H", "H", "H", "H", "H", "H", "H", "H", "H", "H", "C", "O", "C", "C", "O", "C", "C", "O", "C", "H", "H", "H", "H", "H", "H", "H", "H", "H", "H", "H", "H", "H", "H", "C", "O", "C", "C", "O", "C", "C", "O", "C", "H", "H", "H", "H", "H", "H", "H", "H", "H", "H", "H", "H", "H", "H"], "coordinates": [[1.67116, 0.46516, -0.32316], [0.38508, -0.07064, 0.38614], [0.07441, 0.66177, -0.34277], [0.98020, -0.87946, -0.00868], [1.04855, 0.42886, 1.07501], [-0.45990, -0.57771, 0.82561], [3.07643, -0.49670, -0.70655], [3.67390, -0.68218, 0.17258], [2.13375, -0.94235, -0.42909], [2.82940, 0.52557, -0.94774], [3.52156, -1.04606, -1.52160], [0.66457, -2.77634, 1.14610], [1.64577, -3.61064, 1.59739], [1.25254, -5.01178, 1.40752], [2.45160, -5.85139, 1.52608], [3.41617, -5.23450, 2.32166], [4.69400, -5.87009, 2.18879], [5.84806, -4.94676, 2.66369], [5.36774, -3.61139, 2.41274], [6.24287, -2.52419, 2.89185], [0.55884, -2.90095, 0.06842], [0.99464, -1.75074, 1.31132], [-0.32452, -2.89382, 1.58881], [0.88975, -5.13754, 0.38739], [0.48192, -5.23741, 2.14463], [2.77526, -5.99840, 0.49568], [2.20046, -6.77932, 2.03986], [4.91435, -6.16814, 1.16375], [4.70939, -6.79914, 2.75863], [6.73424, -5.04809, 2.03718], [6.01329, -5.15768, 3.72024], [6.19101, -2.61196, 3.97707], [6.05263, -1.52246, 2.50656], [7.29171, -2.79418, 2.76876], [-2.51255, -0.54193, 1.37824], [-2.83356, 0.48684, 2.32784], [-1.67411, 1.19942, 2.82888], [-0.93102, 2.12296, 1.78183], [0.00958, 2.98577, 2.48330], [-0.48451, 4.30813, 2.84904], [-0.75017, 5.28330, 1.63976], [-1.06220, 6.67074, 2.01513], [-2.21985, 6.92530, 2.74804], [-2.12436, -0.16186, 0.43328], [-3.42065, -1.13509, 1.27044], [-1.82772, -1.20820, 1.90283], [-0.95725, 0.44240, 3.14689], [-1.96964, 1.87329, 3.63303], [-1.70236, 2.52416, 1.12443], [-0.42819, 1.45649, 1.08106], [0.19485, 4.80203, 3.54376], [-1.44106, 4.32852, 3.37124], [-1.61466, 5.03053, 1.02587], [0.17324, 5.35893, 1.06557], [-3.13050, 6.75589, 2.17349], [-2.16832, 7.99357, 2.95837], [-2.33976, 6.35119, 3.66680], [3.23187, 0.52075, 2.25281], [2.68098, 1.14024, 1.14130], [2.62107, 2.55280, 1.29369], [2.24322, 3.06967, -0.09162], [1.47399, 2.04635, -0.74400], [1.40635, 2.26798, -2.14072], [0.63417, 1.11249, -2.72597], [1.08757, -0.10594, -2.13789], [0.82396, -1.26570, -3.00242], [4.29828, 0.69543, 2.39552], [3.09673, -0.55308, 2.12347], [2.72396, 0.84324, 3.16172], [3.61239, 2.89812, 1.58719], [1.83927, 2.78436, 2.01707], [3.20516, 3.25179, -0.57079], [1.68718, 3.99583, 0.05380], [2.44402, 2.29815, -2.47302], [1.18137, 3.28772, -2.45317], [0.63100, 1.18129, -3.81379], [-0.38302, 1.30130, -2.38281], [0.83899, -2.27323, -2.58679], [1.49355, -1.28019, -3.86238], [-0.02187, -1.07087, -3.66174], [-4.97906, 1.08888, -2.32168], [-3.93279, 1.93520, -1.94145], [-2.73914, 1.34335, -1.43909], [-1.70120, 2.34861, -0.99209], [-0.78644, 2.97488, -1.97364], [-1.30441, 3.64112, -3.09694], [-0.12260, 4.23963, -4.01503], [1.01392, 4.80852, -3.26158], [0.62829, 5.87586, -2.33915], [-4.76012, 0.61406, -3.27808], [-5.91311, 1.64155, -2.42270], [-5.03063, 0.19635, -1.69811], [-2.28081, 0.83627, -2.28815], [-2.95298, 0.79661, -0.52069], [-1.16359, 1.72235, -0.28013], [-2.22425, 3.11615, -0.42167], [-1.86411, 4.50776, -2.74512], [-1.88997, 2.93864, -3.69002], [-0.72761, 5.00631, -4.49902], [0.16289, 3.58067, -4.83501], [0.08193, 5.54865, -1.45455], [0.06337, 6.71453, -2.74609], [1.58980, 6.33751, -2.11447], [-4.55467, -4.80105, 1.13130], [-5.11255, -3.57160, 0.63261], [-4.19681, -2.40112, 0.42435], [-4.12965, -2.31229, -1.11252], [-3.17046, -1.28108, -1.55980], [-1.80160, -1.62942, -1.34358], [-1.10599, -2.12912, -2.63090], [-1.82154, -3.12134, -3.40653], [-1.85750, -4.39187, -2.76732], [-3.59652, -4.96002, 0.63654], [-5.10074, -5.74436, 1.13988], [-4.20297, -4.49805, 2.11751], [-3.23770, -2.68194, 0.85949], [-4.68361, -1.64895, 1.04513], [-5.14552, -2.12113, -1.45828], [-3.80193, -3.28947, -1.46723], [-1.63835, -2.26754, -0.47510], [-1.22059, -0.76793, -1.01438], [-0.13222, -2.54567, -2.37330], [-0.83021, -1.23074, -3.18312], [-2.45952, -5.01841, -3.42543], [-2.17616, -4.35411, -1.72562], [-0.82719, -4.74601, -2.80128]], "forces_ev_per_a": [[1.98, 3.25, -1.46], [-11.13, -5.04, 6.10], [-2.31, 1.26, -1.81], [-1.32, -2.57, -0.79], [-0.60, 0.47, 4.09], [-1.81, -0.76, 1.52], [6.15, -3.86, -2.05], [2.58, -0.12, 2.85], [0.31, -4.23, -0.37], [6.43, 2.35, -3.88], [1.51, -1.85, -3.15], [0.17, 0.89, -0.27], [0.03, -2.61, 0.30], [-0.41, 2.65, 0.56], [0.83, -0.69, 0.48], [1.61, -0.15, -0.09], [0.08, 0.33, -0.04], [-1.64, 1.39, -0.53], [0.91, 1.29, 0.12], [0.06, -2.68, 0.91], [-0.23, 0.11, -0.47], [-0.07, -0.94, 0.47], [-0.25, -0.31, 0.40], [-0.56, 0.07, -0.02], [-0.21, -0.08, -0.02], [0.71, -0.44, 0.06], [-0.22, -0.63, -0.57], [-0.39, 0.22, -0.37], [0.01, -0.18, 0.27], [0.25, -0.63, 0.30], [0.40, 0.37, 0.19], [-0.43, 0.81, 0.34], [-0.54, -0.51, -0.19], [0.26, 0.09, -0.84], [-0.94, 0.45, 2.02], [0.67, 1.28, -0.20], [0.27, 0.12, -1.24], [-1.27, -1.25, 1.41], [-1.76, 1.24, -0.41], [-0.98, 0.53, -0.94], [-0.14, 0.93, 0.76], [1.64, -1.34, 0.01], [-0.51, 0.21, -0.07], [-0.19, -0.39, 0.86], [1.46, 2.22, 0.39], [0.43, -0.14, -0.42], [0.17, 0.07, 0.44], [-0.30, -0.43, 0.21], [0.18, 1.28, 1.34], [0.60, 0.76, 1.18], [0.49, -0.35, -0.25], [-0.14, -0.92, 0.27], [0.22, -0.87, -0.19], [-0.22, 0.06, -0.26], [-0.17, -0.13, -0.34], [-0.15, -0.09, 0.28], [0.32, 0.03, 0.22], [-0.05, -1.08, 1.00], [2.52, 2.61, 1.86], [-0.40, -0.55, -0.18], [0.55, -0.05, 1.07], [-0.38, 9.26, -1.24], [2.54, -0.09, -1.47], [-0.76, 0.36, 0.31], [-0.92, -1.46, -3.84], [7.63, 4.14, -3.50], [0.16, 0.27, -0.36], [0.01, 0.07, 0.12], [-0.19, 0.05, 0.14], [-0.05, 0.34, 0.08], [0.45, 0.12, 0.09], [-0.31, -0.02, -0.85], [-0.18, 0.00, -0.55], [0.63, -0.97, -0.20], [-0.65, -0.91, 0.71], [0.42, -0.43, -0.16], [0.44, -0.97, -0.63], [3.24, 2.48, -0.21], [1.90, 0.22, 0.29], [3.78, 1.00, -0.55], [0.59, -1.17, -0.51], [0.22, 1.39, 0.50], [-0.40, 1.46, -1.30], [-1.01, 0.96, -1.08], [-2.26, 0.37, 2.04], [1.38, 0.24, 0.13], [-1.44, 0.43, 1.62], [-2.42, 0.78, -0.97], [0.92, -0.06, -0.68], [0.05, 0.19, -0.57], [0.17, 0.03, 0.36], [-0.48, 0.34, 0.65], [-0.10, -1.06, 0.37], [-0.22, -0.32, -0.80], [0.60, 0.96, -1.33], [0.07, 0.42, -0.24], [-0.54, -0.08, -0.21], [-0.37, 0.33, -0.27], [0.55, 0.61, -0.27], [0.77, -0.19, 0.58], [0.24, -0.44, 0.02], [-0.34, -0.34, -0.77], [-0.04, -0.23, 0.56], [2.24, 2.25, 0.47], [-0.82, -0.31, -0.79], [-1.97, -4.30, -0.18], [1.40, 1.15, 0.83], [-0.98, -1.35, 0.43], [-0.03, -0.65, -0.51], [-6.26, -3.07, 2.30], [-0.54, 1.05, 0.64], [0.96, 0.65, -0.99], [0.09, -0.46, -0.56], [-0.76, 0.74, -0.31], [-0.28, -0.81, 0.69], [-0.10, -0.18, -0.14], [-0.47, -0.11, -0.90], [0.33, 0.36, -0.41], [-0.20, 0.08, -0.01], [-0.42, -0.57, -0.04], [-0.32, 0.25, -0.44], [-4.37, -1.37, 0.93], [-5.39, -2.12, 1.42], [-0.17, -0.12, 0.46], [-0.27, -0.12, -0.06], [0.15, -0.56, 0.30]]}